# 1
The molecule C9H8N2O3 in a non-equilibrium geometry, computed with ωB97M-V with the def2-TZVPD basis set.

Last column: Mulliken charge in e.
Positions of all 22 atoms, in Å:
C 1.432 1.360 -1.462  -0.14
H -2.874 -0.678 2.402  0.27
C -0.513 -0.516 0.076  0.86
O -2.258 -1.308 -2.035  -0.67
N -1.228 -0.731 -2.133  0.88
O 1.459 1.438 -2.678  -0.63
N -0.287 -0.544 -1.298  -0.52
H 0.705 1.741 -0.900  0.68
C -1.827 -0.534 1.999  -0.23
C 0.370 0.166 2.207  -0.44
H -0.894 0.389 3.855  0.25
O -0.945 -0.128 -3.308  -0.49
C -1.727 -0.657 0.630  -0.56
H 2.705 -0.850 0.876  0.32
H 3.376 0.603 -1.222  0.33
H -0.048 0.328 -3.069  0.44
C 2.366 0.533 -0.727  -0.27
C -0.826 -0.094 2.811  -0.67
H 1.178 0.758 2.681  0.34
C 1.970 -0.145 0.339  -0.50
H -2.705 -0.993 0.105  0.24
C 0.570 -0.137 0.850  0.50

Computed properties:
Total energy   -18579.485 eV
Orbital gap   8.74 eV
Energy relative to the best compared isomer or geometry (same formula, charge and spin)   100.5 kcal/mol
Total charge   0


# 2
A cluster of 2 separate species, C23H32N4OS2 in total in a non-equilibrium geometry, computed with ωB97M-V with the def2-TZVPD basis set.

Last column: Mulliken charge in e.
Positions of all 62 atoms, in Å:
H 2.538 -4.105 0.048  0.47
O 1.868 0.780 -1.666  -0.71
C 0.452 -3.338 -1.525  -0.19
H -4.080 5.502 -4.744  0.36
C 1.267 -0.117 3.982  -0.80
H -2.148 -0.725 3.852  0.32
H 0.358 -1.065 2.270  0.23
N 1.227 -2.196 -1.487  0.46
H -1.929 -0.394 -3.432  0.37
H -2.772 -1.708 -2.580  0.29
C 3.101 -3.624 -0.762  -2.27
C 2.659 -2.192 -1.010  1.59
H 2.068 -1.694 5.930  0.33
H -3.374 6.062 -2.417  0.37
C -3.067 5.119 -2.866  -0.61
C 0.460 -1.136 -1.897  0.15
H -2.302 -0.263 -1.675  0.27
C -0.781 -2.992 -1.942  -0.95
S -0.936 0.636 0.193  -0.36
H 0.836 -4.308 -1.252  0.49
H 2.186 -0.714 3.859  0.46
H -3.427 3.296 -5.732  0.36
H 2.584 -0.348 0.124  0.28
C -1.550 0.926 1.744  -0.03
C -2.287 2.681 -4.012  -0.21
H 0.557 -1.652 6.871  0.32
H -2.020 1.719 -4.463  0.12
C -1.593 0.217 4.038  -0.76
C -0.745 0.015 5.290  -0.76
C -1.997 -0.938 -2.485  -0.59
H 1.569 -0.196 6.748  0.37
C 0.489 -0.042 2.674  -0.58
S -3.102 1.549 1.857  -0.43
H -1.961 4.471 -1.124  0.38
H 3.769 -1.536 0.715  0.52
C -0.254 1.150 -2.639  -1.36
H -0.506 1.008 5.728  0.34
C 2.761 -1.413 0.294  -1.49
H -1.330 -0.545 6.036  0.40
C 0.772 0.299 -2.011  0.67
N -0.778 -1.631 -2.147  0.12
H 3.375 -0.549 -2.216  0.35
N 0.453 -0.732 5.003  -0.03
H 4.156 -3.620 -0.456  0.44
H -1.653 -3.598 -2.097  0.43
C -2.268 4.238 -2.145  -0.41
H 4.607 -1.766 -1.797  0.45
C -0.830 2.209 -2.015  -0.39
C 3.559 -1.615 -2.089  -1.72
C -3.095 3.567 -4.729  -0.76
C -3.471 4.797 -4.173  -0.37
H 3.031 -4.231 -1.673  0.52
C 1.201 -1.079 6.196  -1.04
N -0.798 0.620 2.885  0.12
H -0.456 2.648 -1.074  0.57
H 3.384 -2.143 -3.033  0.42
C -1.822 3.023 -2.718  0.93
H 1.087 0.544 1.958  0.38
H -0.339 1.008 -3.722  1.11
H -2.330 1.012 4.237  0.41
H 1.579 0.914 4.253  0.31
H 2.043 -1.803 1.026  0.30

Computed properties:
Total energy   -54046.023 eV
Orbital gap   5.18 eV
Energy relative to the best compared isomer or geometry (same formula, charge and spin)   0.0 kcal/mol
Total charge   0


# 3
A cluster of 2 separate species, C2H4OS2 in total in a non-equilibrium geometry, computed with ωB97M-V with the def2-TZVPD basis set.

Last column: Mulliken charge in e.
Positions of all 9 atoms, in Å:
H 2.791 0.685 0.261  0.29
H -2.693 1.414 -0.108  0.19
S -1.760 -0.603 -0.890  -0.21
C -1.980 0.494 0.232  -0.28
O 0.877 0.768 -0.242  -0.35
H -1.558 0.560 1.131  0.32
S 1.897 -1.677 -0.142  -0.15
H 0.582 -1.746 -0.159  0.10
C 1.844 0.105 -0.082  0.10

Computed properties:
SMILES   O=CS.C=S
Total energy   -25854.654 eV
Orbital gap   8.53 eV
Energy relative to the best compared isomer or geometry (same formula, charge and spin)   42.5 kcal/mol
Total charge   0


# 4
A structure of composition C7H10S in a non-equilibrium geometry, computed with ωB97M-V with the def2-TZVPD basis set.

Last column: Mulliken charge in e.
Positions of all 18 atoms, in Å:
C -0.822 0.529 -1.047  -0.58
H 2.969 -1.791 -0.212  0.35
C -0.267 0.125 0.091  0.44
C -2.404 0.482 0.687  -0.54
C 1.589 -0.290 0.461  -0.17
H 1.602 -0.471 1.528  0.42
H 1.862 -1.202 -1.455  0.30
S 2.495 1.217 0.041  -0.20
H -2.496 1.864 -0.953  0.27
H 1.271 -2.304 -0.204  0.31
C -2.268 0.812 -0.765  -0.46
H -0.362 0.664 -2.007  0.40
H -0.988 -0.209 2.177  0.40
H 3.369 1.156 1.051  0.13
C -1.218 0.089 1.171  -0.67
C 1.943 -1.469 -0.403  -1.12
H -3.328 0.571 1.228  0.41
H -2.945 0.225 -1.389  0.30

Computed properties:
Total energy   -18254.110 eV
Orbital gap   9.42 eV
Energy relative to the best compared isomer or geometry (same formula, charge and spin)   48.6 kcal/mol
Total charge   0


# 5
The molecule C6H12Si in a non-equilibrium geometry, computed with ωB97M-V with the def2-TZVPD basis set.

Last column: Mulliken charge in e.
Positions of all 19 atoms, in Å:
H -2.924 0.449 0.897  0.44
H -1.285 -1.247 1.763  0.41
H 0.113 0.132 -2.039  0.38
C 0.005 -0.977 -0.020  -0.11
H 0.804 1.195 1.536  -0.06
C -1.893 0.406 0.565  -0.77
C -0.093 0.172 -1.025  -0.42
H 0.438 -2.024 -0.358  0.30
H 3.617 0.947 -0.593  0.36
Si 1.232 0.396 0.325  0.15
H -1.614 1.767 -0.913  0.37
H 3.302 -0.600 -0.776  0.39
H -1.299 1.055 1.269  0.20
H -2.258 0.406 -1.481  0.47
C -1.499 0.700 -0.863  -0.83
H 3.698 -0.049 0.755  0.33
H -2.052 -1.803 0.325  0.37
C 3.046 0.161 -0.103  -1.20
C -1.340 -1.086 0.736  -0.79

Computed properties:
Multiplicity   3
Total energy   -14287.268 eV
Expectation value of S²   2.006
Orbital gap (alpha / beta)   4.41 / 7.56 eV
Energy relative to the best compared isomer or geometry (same formula, charge and spin)   32.1 kcal/mol
Total charge   0


# 6
The ion CNO5S with charge -1 in a non-equilibrium geometry, computed with ωB97M-V with the def2-TZVPD basis set.

Last column: Mulliken charge in e.
Positions of all 8 atoms, in Å:
S -0.550 -1.349 0.163  -0.29
O 0.599 -0.011 0.414  -0.31
N 1.917 0.104 0.020  1.10
O 2.352 -0.833 -0.582  -0.58
O -3.100 -0.431 -0.422  -0.58
O 2.514 1.124 0.222  -0.59
C -2.114 0.198 -0.061  0.68
O -1.617 1.197 0.247  -0.44

Computed properties:
Total energy   -23597.328 eV
Orbital gap   8.44 eV
Energy relative to the best compared isomer or geometry (same formula, charge and spin)   14.2 kcal/mol
Total charge   -1


# 7
The molecule C21H23NO4 in a non-equilibrium geometry, computed with ωB97M-V with the def2-TZVPD basis set.

Last column: Mulliken charge in e.
Positions of all 49 atoms, in Å:
C -2.047 0.774 -1.327  -1.85
C 2.619 1.044 -1.676  -1.94
C 0.849 -2.203 1.874  -0.67
H 1.142 -0.447 -1.272  0.27
H -1.449 -3.884 0.342  0.63
C -1.079 1.165 -0.046  -0.60
H 2.238 4.372 -0.587  0.49
H -3.691 4.882 1.578  0.21
C 0.539 1.526 -0.705  -0.85
H -2.055 6.267 1.102  0.71
H 3.905 2.765 -1.892  0.09
C 2.811 2.404 -1.486  -0.25
C -2.963 4.416 0.756  -0.79
C -0.560 3.612 -0.072  1.11
H 0.628 -4.458 1.848  0.31
H -0.663 -2.757 -2.254  0.23
H 3.101 0.377 -1.902  0.99
H -1.754 -4.541 -1.054  0.67
H 2.270 -4.132 -0.314  0.39
H 0.182 5.631 0.102  0.73
H -2.923 0.565 -0.932  0.57
C 0.245 -4.716 -0.723  -0.93
C -2.684 3.030 0.889  -0.22
H 0.594 -2.307 3.154  0.29
O 2.673 -1.109 1.325  -0.54
H 1.482 -2.568 -0.374  -0.23
C 1.573 -0.944 1.722  0.52
C -1.178 -3.985 -0.570  -1.25
C 1.198 -3.805 0.042  0.08
H 0.373 -5.462 -0.062  0.45
H 0.783 -4.733 -1.761  0.29
C -1.545 2.659 0.246  -0.05
O -1.451 -0.621 -1.620  -0.50
C 0.790 2.813 -0.459  0.25
H -0.163 -2.113 1.727  0.47
C -0.390 4.985 0.267  -1.57
O 0.921 0.212 2.058  -0.48
H -0.943 0.541 0.705  1.50
H 1.651 0.868 1.853  0.41
C 1.278 0.645 -1.164  1.54
C -1.567 -1.665 -0.678  0.66
H -3.494 2.247 1.143  0.33
H -1.989 1.272 -2.040  1.15
N -1.115 -2.757 -1.463  -0.16
C 1.247 -3.614 1.435  -0.53
C -1.822 5.436 0.767  -0.66
C 2.035 3.372 -0.871  -0.97
H 2.288 -3.640 1.997  0.27
O -1.889 -1.421 0.374  -0.53

Computed properties:
SMILES   O=C(O)CCCCCNC(=O)OCC1c2ccccc2-c2ccccc21
Total energy   -31814.638 eV
Orbital gap   8.63 eV
Energy relative to the best compared isomer or geometry (same formula, charge and spin)   417.0 kcal/mol
Total charge   0